# 1
The following is a quantum chemistry calculation of a molecular structure, C23H25F3NOSm at a distorted geometry, from the Open Molecules 2025 dataset.

Calculated values
Orbital gap (alpha / beta) = 8.17 / 8.25 eV
Calculated total energy = -1978.90262 Eh
Spin multiplicity = 6

Atoms and positions in Å:
C 0.539 1.039 1.928
C -0.149 1.999 1.130
C -1.511 1.600 1.022
H 0.274 2.925 0.748
C -1.678 0.386 1.769
C -0.408 0.043 2.331
H -2.620 -0.126 1.962
C 2.059 0.028 -1.732
C 1.738 1.330 -1.244
C 0.497 1.725 -1.824
H 2.385 1.962 -0.633
C 0.071 0.702 -2.708
C 1.035 -0.366 -2.637
H -2.306 2.176 0.556
H -0.209 -0.777 3.013
H 1.573 1.105 2.259
H 1.017 -1.293 -3.220
H -0.009 2.682 -1.694
H 2.984 -0.518 -1.533
Sm -0.073 -0.288 -0.216
C -1.370 0.507 -3.165
C -1.420 -0.463 -4.345
C -2.092 1.807 -3.482
H -0.731 -0.108 -5.121
H -2.433 -0.483 -4.763
H -1.135 -1.493 -4.074
H -1.533 2.337 -4.271
H -2.199 2.456 -2.596
H -3.100 1.560 -3.853
C -1.993 -0.159 -1.911
C -3.142 -1.172 -1.826
H -2.133 0.622 -1.101
H -1.187 -0.953 -1.771
O -2.752 -2.339 -1.560
N -4.419 -0.636 -1.713
C -4.827 -0.480 -0.290
H -5.093 -1.195 -2.219
C -5.031 0.949 0.133
C -5.275 1.203 1.491
H -5.307 0.358 2.184
C -5.455 2.515 1.941
H -5.639 2.699 3.003
C -5.399 3.577 1.024
H -5.542 4.605 1.382
C -5.157 3.325 -0.334
H -5.108 4.152 -1.052
C -4.978 2.005 -0.781
H -4.809 1.778 -1.842
H -4.051 -0.911 0.365
H -5.744 -1.057 -0.123
F 2.857 -1.154 1.390
C 1.732 -1.869 0.959
F 2.231 -2.891 0.170
F 1.264 -2.500 2.109

***

# 2
The following is a quantum chemistry calculation of a molecular structure, C44H41FN6O3PSTl at a distorted geometry, from the Open Molecules 2025 dataset.

Calculated values
Orbital gap = 3.81 eV
Calculated total energy = -3267.55425 Eh
Charge = -2

Atoms and positions in Å:
Tl 0.666 -0.390 -0.910
C -5.420 -2.843 -5.699
C -5.628 -1.392 -5.255
C -7.072 -1.213 -4.786
C -7.286 0.211 -4.300
C -6.311 0.499 -3.193
C -6.654 1.368 -2.162
C -5.728 1.638 -1.170
F -6.099 2.490 -0.169
C -4.470 1.091 -1.176
C -4.103 0.203 -2.205
C -2.730 -0.336 -2.202
O -1.943 -0.012 -1.300
C -2.452 -1.209 -3.321
C -3.421 -1.476 -4.223
N -4.703 -1.006 -4.198
C -5.048 -0.112 -3.208
C -1.099 -1.925 -3.636
O -1.140 -2.700 -4.599
O -0.113 -1.661 -2.930
H -6.267 -3.155 -6.309
H -5.353 -3.494 -4.832
H -4.515 -2.963 -6.288
H -5.460 -0.735 -6.124
H -7.272 -1.911 -3.970
H -7.749 -1.450 -5.611
H -8.314 0.346 -3.951
H -7.123 0.907 -5.133
H -7.629 1.831 -2.135
H -3.743 1.324 -0.416
H -3.148 -2.132 -5.034
C 1.433 -1.738 3.764
C 2.721 -0.986 3.857
C 3.784 -1.464 4.605
C 4.974 -0.763 4.690
C 5.114 0.437 4.018
C 4.068 0.918 3.253
C 2.870 0.220 3.162
P 1.446 0.810 2.167
C 2.366 1.973 1.061
C 3.226 1.273 0.209
C 3.945 1.912 -0.780
C 3.816 3.281 -0.935
C 2.977 3.984 -0.091
C 2.237 3.358 0.907
C 1.359 4.200 1.782
C 0.583 1.787 3.442
C 1.111 2.042 4.695
C 0.382 2.697 5.678
C -0.935 3.083 5.400
C -1.496 2.825 4.185
C -0.777 2.173 3.131
C -1.340 1.974 1.904
H 1.428 -2.610 4.418
H 1.303 -2.069 2.733
H 0.595 -1.089 4.023
H 3.688 -2.414 5.117
H 5.793 -1.150 5.283
H 6.038 0.999 4.084
H 4.181 1.851 2.719
H 3.352 0.203 0.336
H 4.597 1.337 -1.421
H 4.367 3.807 -1.704
H 2.893 5.059 -0.207
H 1.458 5.255 1.527
H 1.615 4.058 2.831
H 0.315 3.916 1.663
H 2.126 1.739 4.922
H 0.822 2.899 6.646
H -1.510 3.597 6.165
H -2.515 3.127 3.975
H -2.359 2.268 1.709
H -0.806 1.506 1.091
C 6.355 -5.410 -1.342
C 5.865 -4.027 -0.999
C 6.606 -2.895 -1.342
C 6.028 -1.678 -1.000
N 4.851 -1.571 -0.434
C 4.182 -2.715 -0.164
S 2.634 -2.630 0.493
N 4.701 -3.942 -0.398
H 7.419 -5.399 -1.578
H 5.801 -5.769 -2.208
H 6.161 -6.093 -0.517
H 7.562 -2.964 -1.844
H 6.541 -0.740 -1.203
N -2.558 -2.863 3.419
C -1.811 -3.064 2.281
C -1.311 -1.992 1.526
N -0.631 -2.203 0.420
C -0.441 -3.459 0.019
C -0.946 -4.509 0.764
N -1.623 -4.327 1.893
H -2.426 -1.974 3.874
H -2.611 -3.663 4.030
H -1.454 -0.963 1.828
H 0.129 -3.593 -0.888
H -0.803 -5.540 0.470

***

# 3
The following is a quantum chemistry calculation of 4 unconnected molecules or ions with the total composition C18H20O10 at a distorted geometry, from the Open Molecules 2025 dataset.

Calculated values
Orbital gap = 6.45 eV
Calculated total energy = -1449.91972 Eh

Atoms and positions in Å:
C 36.614 3.457 5.313
C 38.018 4.125 5.593
C 38.199 5.563 5.742
O 39.159 5.943 6.244
C 36.981 6.311 5.380
C 35.627 5.691 5.287
C 35.452 4.298 5.250
O 34.348 3.779 4.998
O 34.459 6.401 5.326
O 39.158 3.352 5.605
H 36.463 2.228 5.140
H 37.011 7.377 5.372
H 34.435 7.413 4.924
H 39.825 3.858 5.557
C 38.828 -0.335 3.645
C 37.277 -0.080 3.536
C 36.822 1.072 2.653
O 35.714 1.452 2.728
C 37.841 1.917 2.117
C 39.342 1.538 2.086
C 39.795 0.509 3.039
O 41.050 0.347 3.271
O 40.264 2.211 1.352
O 36.382 -0.949 4.075
H 39.007 -1.243 4.364
H 37.503 2.589 1.290
H 39.687 2.724 0.790
H 35.444 -0.413 3.900
C 34.505 9.723 1.901
C 35.116 9.705 3.301
O 34.760 9.059 4.311
C 36.370 10.594 3.328
H 34.188 10.700 1.380
H 33.790 9.053 2.019
H 35.076 9.148 1.154
H 37.142 10.056 2.574
H 36.813 10.499 4.368
H 36.148 11.684 3.148
C 40.486 7.423 3.250
C 39.496 6.841 2.345
O 38.342 7.397 2.318
C 39.846 5.573 1.633
H 41.482 7.098 2.930
H 40.256 6.951 4.101
H 40.565 8.372 3.260
H 41.024 5.565 1.512
H 39.241 5.723 0.827
H 39.475 4.727 2.219